1.
Computed, not measured: C3H8N2O2 in the gas phase in a non-equilibrium geometry, with ωB97M-V/def2-TZVPD.

Geometry as XYZ:
```
15
Properties=species:S:1:pos:R:3
C -0.38124 -0.13412 1.60227
C 0.04779 0.09131 -0.20148
C -0.59705 -0.95531 -1.04306
N -0.30211 1.45461 -0.47159
N 1.46031 -0.11685 -0.08136
O 1.90495 -1.24434 -0.08350
O 2.20995 0.84305 0.07544
H -1.30408 0.45558 1.86134
H -0.47599 -1.25669 1.64557
H 0.50601 0.20762 2.01957
H -0.03983 -1.27921 -1.93309
H -1.19636 -1.56122 -0.43177
H -1.49186 -0.34827 -1.57406
H 0.22812 2.17721 0.05243
H -0.56862 1.66661 -1.43671
```

The energy relative to the best compared isomer or geometry (same formula, charge and spin) is 508.0 kJ/mol. The structure (SMILES) is CC(C)(N)[N+](=O)[O-]. The spin multiplicity is 1.

---

2.
Computed, not measured: C7H17ClSi in the gas phase, with ωB97M-V/def2-TZVPD.

Geometry as XYZ:
```
26
Properties=species:S:1:pos:R:3
C -1.12530 1.37200 -2.76198
C -0.60282 0.68363 -1.49720
C -0.86003 -0.81143 -1.54807
C -0.40843 -1.58733 -0.30554
Si -1.10709 -0.93883 1.31842
C 0.00475 0.31579 2.19316
C 1.49710 -0.04096 2.21734
C 2.26618 0.55439 1.03630
Cl 3.17956 -0.67218 0.10930
H -2.16867 1.11463 -2.91935
H -1.09285 2.44955 -2.62637
H -0.53717 1.10641 -3.63325
H -1.09815 1.15388 -0.64988
H 0.47149 0.84834 -1.44683
H -1.90664 -1.00852 -1.76327
H -0.30489 -1.19753 -2.40292
H -0.75760 -2.61441 -0.40312
H 0.67376 -1.65673 -0.28979
H -2.42170 -0.31210 1.02449
H -1.38079 -2.06540 2.24450
H -0.16198 1.29252 1.74777
H -0.34857 0.39947 3.21756
H 1.67252 -1.10913 2.28454
H 1.93024 0.38720 3.11761
H 1.58866 1.06195 0.36551
H 2.99841 1.27477 1.37105
```

The energy relative to the best compared isomer or geometry (same formula, charge and spin) is 0.0 kJ/mol. The structure (SMILES) is CCCC[SiH2]CCCCl. The spin multiplicity is 1.

---

3.
Computed, not measured: C3H3NO3 in the gas phase in a non-equilibrium geometry, with ωB97M-V/def2-TZVPD.

Geometry as XYZ:
```
10
Properties=species:S:1:pos:R:3
C -1.08502 0.14378 -0.78320
C 0.40123 -0.35975 -0.82419
C 0.62818 0.29443 1.29722
N -1.49855 0.02041 0.52001
O -1.65435 0.52113 -1.76035
O 1.17716 0.41870 0.06939
O -0.62510 -0.00874 1.47961
H 0.53084 -1.50934 -0.52695
H 0.93359 -0.15824 -1.70936
H 1.19202 0.63762 2.23782
```

The energy relative to the best compared isomer or geometry (same formula, charge and spin) is 510.7 kJ/mol. The spin multiplicity is 1.

---

4.
Computed, not measured: a molecular structure, C4H4MgO in a non-equilibrium geometry, with ωB97M-V/def2-TZVPD.

Geometry as XYZ:
```
10
Properties=species:S:1:pos:R:3
H 0.19830 -0.52613 -1.32753
C -2.60570 0.30378 -0.04164
C -1.37340 0.27740 -0.22633
C 0.02315 0.23748 -0.45673
C 0.84541 -0.59855 0.48686
O 2.04923 -0.42345 0.60510
H -3.68459 0.31646 0.08276
H 0.45198 1.22690 -0.69795
H 0.32873 -1.28399 1.18206
Mg 3.76690 0.47010 0.39339
```

Its total charge is +3. The energy relative to the best compared isomer or geometry (same formula, charge and spin) is 0.0 kJ/mol. The spin multiplicity is 2.

---

5.
Computed, not measured: a molecular structure, C36H38Br2N4O5SiZn in a non-equilibrium geometry, with ωB97M-V/def2-TZVPD.

Geometry as XYZ:
```
87
Properties=species:S:1:pos:R:3
Zn 1.57890 -0.81788 0.26961
C -4.59817 1.70177 1.94131
O -3.86224 1.63290 0.73415
C -4.50968 1.14723 -0.35743
C -5.78930 0.62569 -0.42675
C -6.31059 0.31690 -1.68164
C -5.70025 0.86567 -2.82211
C -4.35054 1.30582 -2.76522
C -3.64725 1.26577 -1.53815
N -2.30683 1.70104 -1.43642
C -1.26756 1.00242 -0.79946
N -0.48390 1.92516 -0.05279
C 0.94320 2.14154 -0.26164
C 1.87312 1.12745 -0.33868
C 3.17498 1.50218 -0.46792
C 3.58764 2.86556 -0.63266
C 2.69724 3.87018 -0.43011
C 1.33204 3.50921 -0.29642
O 0.30041 4.35761 -0.01766
C 0.30073 5.71785 -0.41545
N -1.02907 -0.28138 -0.82206
C -1.29777 -1.15487 -1.87348
C -2.07092 -2.31616 -1.66450
C -2.30483 -3.18298 -2.71067
C -1.89902 -2.88415 -3.98588
C -1.14918 -1.72276 -4.28037
C -0.93808 -0.84344 -3.22939
O -0.21781 0.25942 -3.40746
C 0.21485 0.69418 -4.73221
H -5.55883 1.18903 1.93964
H -4.75459 2.75219 2.19349
H -3.97404 1.29138 2.77942
H -6.39599 0.35074 0.41180
H -7.26671 -0.23043 -1.79355
H -6.28223 0.84741 -3.73714
H -3.90927 1.67347 -3.69640
H -2.15039 2.64471 -1.62883
H -0.95812 2.79431 0.22896
H 3.98143 0.72052 -0.53976
H 4.64152 3.06480 -0.76625
H 2.95611 4.92246 -0.35119
H -0.74716 6.01088 -0.59447
H 0.84504 5.89052 -1.35861
H 0.66439 6.39317 0.33806
H -2.49907 -2.47626 -0.64965
H -2.90733 -4.05205 -2.59111
H -2.14571 -3.58975 -4.79203
H -0.74819 -1.48727 -5.29851
H 0.82374 1.56370 -4.56763
H -0.61208 0.95247 -5.41878
H 0.85200 -0.01205 -5.25714
Br 6.29190 -2.84718 0.97532
C 5.21286 -1.64913 1.99979
C 5.75483 -1.28985 3.19864
C 5.08634 -0.39307 4.03060
Br 5.88484 0.14542 5.63900
C 3.82123 0.02003 3.75116
C 3.09099 0.86385 4.63852
C 1.81557 1.30365 4.29676
C 1.28216 0.82735 3.12796
N 1.94753 -0.04395 2.26397
C 3.18385 -0.45803 2.57062
C 3.93926 -1.28461 1.56481
O 3.52190 -1.55559 0.37973
H 6.72948 -1.69943 3.58430
H 3.54504 1.28178 5.56650
H 1.33461 1.94432 5.00463
H 0.29805 1.10284 2.86892
C -1.14340 -1.27936 2.43783
Si 0.27789 -2.32021 1.78855
C 1.28031 -3.07080 3.23481
C -0.56780 -3.67175 0.74248
H -2.05269 -1.92824 2.43822
H -1.33069 -0.43846 1.74238
H -0.99412 -0.85502 3.47268
H 0.62867 -3.70601 3.83793
H 1.62953 -2.33346 3.94656
H 2.14535 -3.69404 2.85196
H -0.21164 -4.66755 1.10990
H -0.28516 -3.64405 -0.34775
H -1.67027 -3.54344 0.87718
C 2.16695 -3.54435 -1.40820
C 2.14611 -2.03239 -1.78199
O 2.65913 -1.43748 -2.64934
H 1.97954 -3.65763 -0.34647
H 3.13189 -3.97474 -1.74768
H 1.34531 -4.01532 -2.00913
```

Its total charge is -2. The energy relative to the best compared isomer or geometry (same formula, charge and spin) is 244.8 kJ/mol. The spin multiplicity is 1.

---

6.
Computed, not measured: 4 unconnected molecules or ions with the total composition C2H13NO3S2 in a non-equilibrium geometry, with ωB97M-V/def2-TZVPD.

Geometry as XYZ:
```
21
Properties=species:S:1:pos:R:3
N -1.40592 2.04634 -0.27039
C -0.49837 2.02143 0.91999
C 0.83964 1.48000 0.53605
S 1.97857 1.34425 1.99514
S 1.52491 -0.75894 2.88950
H -2.18730 2.64780 -0.02841
H -1.70981 1.15340 -0.55338
H -0.47673 2.97819 1.44645
H -1.02040 1.43109 1.68282
H 0.74034 0.48124 0.10376
H 1.38030 2.19888 -0.07940
H 2.26104 -1.52310 2.06038
H -0.28920 1.03303 -3.07101
H 0.70731 1.05618 -2.00456
O 0.57312 0.64461 -2.87245
H 0.65574 -3.62778 -1.64716
H -0.25822 -2.47737 -1.92180
O 0.40391 -2.76984 -1.28109
H -0.94801 -3.86570 0.35985
H -1.05121 -2.29201 0.75119
O -1.21973 -3.20172 0.98453
```

Its total charge is -1. The energy relative to the best compared isomer or geometry (same formula, charge and spin) is 0.0 kJ/mol. The spin multiplicity is 2.

---

Record-wise energy values, in eV: -10311.6871; -27934.9071; -10787.4077; -11666.2460; -250522.1290; -31587.5139